Density functional theory data (wB97M-V/def2-TZVPD) for a molecular structure, C19H18N2PtS5.

Last column: Löwdin charge in e.
CARTESIAN COORDINATES (ANGSTROEM)
Pt  -0.20  -0.38  0.56  0.43
S  -1.45  -2.20  1.10  -0.08
S  -0.22  -3.15  2.46  -0.13
S  -0.08  -1.69  3.86  -0.12
S  0.68  -0.12  2.70  -0.12
C  -0.66  -0.55  -1.26  -0.30
C  -0.94  -0.68  -2.47  -0.09
C  -1.24  -0.81  -3.78  -0.10
C  -1.68  -2.12  -4.29  -0.17
C  -2.24  -3.05  -3.41  0.00
C  -2.63  -4.29  -3.87  -0.06
C  -2.46  -4.63  -5.21  -0.07
C  -1.89  -3.72  -6.08  -0.07
C  -1.50  -2.47  -5.63  -0.03
C  -1.13  0.37  -4.66  -0.18
C  -2.03  0.57  -5.71  -0.03
C  -1.95  1.72  -6.47  -0.07
C  -0.97  2.67  -6.22  -0.08
C  -0.07  2.47  -5.17  -0.07
C  -0.16  1.34  -4.39  -0.01
H  -2.35  -2.79  -2.37  0.11
H  -3.08  -5.00  -3.18  0.11
H  -2.77  -5.60  -5.57  0.11
H  -1.74  -3.98  -7.12  0.11
H  -1.02  -1.78  -6.31  0.12
H  -2.81  -0.15  -5.89  0.12
H  -2.66  1.88  -7.28  0.11
H  -0.91  3.56  -6.82  0.11
H  0.70  3.21  -4.97  0.11
H  0.53  1.18  -3.57  0.12
S  0.48  1.94  0.13  0.55
C  -1.10  2.38  0.71  -0.81
N  -2.05  2.69  -0.17  0.03
C  -3.44  2.90  0.19  -0.16
C  -3.49  3.50  1.59  -0.16
C  -2.71  2.61  2.54  -0.15
N  -1.37  2.42  2.00  0.01
H  -1.79  2.56  -1.14  0.12
H  -3.98  1.95  0.17  0.13
H  -3.90  3.56  -0.54  0.12
H  -4.53  3.59  1.92  0.12
H  -3.05  4.50  1.58  0.12
H  -3.20  1.64  2.64  0.13
H  -2.62  3.05  3.53  0.13
H  -0.65  2.04  2.60  0.05

* electronic energy: -2954.60008 a.u.


Density functional theory data (wB97M-V/def2-TZVPD) for a molecular structure, C19H18N7PtS2Se in a non-equilibrium geometry.

Last column: Löwdin charge in e.
CARTESIAN COORDINATES (ANGSTROEM)
Pt  0.17  0.43  -0.32  0.82
C  -1.46  1.30  -3.12  -0.07
C  -1.18  -0.15  -2.94  -0.63
N  -0.57  -0.66  -1.90  -0.14
C  -0.43  -2.04  -1.97  -0.31
C  -0.96  -2.57  -3.10  -0.32
S  -1.63  -1.34  -4.08  1.13
C  0.23  -2.79  -0.89  -0.36
C  0.24  -4.13  -0.71  -0.33
S  1.05  -4.51  0.74  1.10
C  1.35  -2.83  1.02  -0.64
N  0.88  -2.07  0.08  -0.01
C  2.04  -2.32  2.24  -0.06
H  -1.05  1.84  -2.27  0.05
H  -2.53  1.50  -3.19  0.09
H  -1.00  1.68  -4.04  0.09
H  -1.00  -3.60  -3.41  0.09
H  -0.21  -4.90  -1.32  0.08
H  2.29  -3.12  2.93  0.08
H  1.38  -1.61  2.74  0.08
H  2.96  -1.80  1.96  0.08
N  3.08  1.86  2.06  0.14
C  2.11  2.13  3.01  -0.04
C  0.92  1.88  2.40  -0.09
N  1.15  1.49  1.11  -0.09
C  2.46  1.47  0.93  -0.27
C  2.99  1.09  -0.35  -0.27
N  2.20  0.62  -1.30  0.01
C  2.98  0.40  -2.40  -0.08
C  4.27  0.74  -2.11  -0.05
N  4.26  1.18  -0.81  0.13
H  4.07  1.92  2.21  0.17
H  2.36  2.46  4.00  0.13
H  -0.08  1.98  2.79  0.11
H  2.58  0.01  -3.32  0.12
H  5.16  0.72  -2.71  0.13
H  5.07  1.52  -0.31  0.17
Se  -1.62  -0.46  1.15  0.69
C  -3.23  0.57  1.32  -0.64
C  -3.60  1.01  2.59  -0.13
C  -4.81  1.68  2.72  -0.14
N  -5.63  1.94  1.71  0.06
C  -5.26  1.52  0.50  -0.15
C  -4.08  0.83  0.26  -0.12
H  -2.97  0.82  3.45  0.09
H  -5.13  2.04  3.70  0.11
H  -5.95  1.73  -0.31  0.11
H  -3.84  0.49  -0.74  0.09

* net charge: +1
* electronic energy: -4435.11389 a.u.


Density functional theory data (wB97M-V/def2-TZVPD) for a molecular structure, C19H19AsN5ReS5Se2.

Last column: Löwdin charge in e.
CARTESIAN COORDINATES (ANGSTROEM)
Re  0.07  0.53  0.49  0.80
Se  1.68  2.57  0.57  0.76
Se  2.27  2.49  2.84  0.83
C  1.11  1.11  3.45  -0.61
C  1.12  0.98  4.83  -0.10
C  0.26  0.09  5.45  0.00
C  -0.61  -0.64  4.65  -0.02
C  -0.55  -0.48  3.29  -0.16
N  0.32  0.36  2.67  -0.12
C  2.89  1.19  0.02  -0.66
C  4.18  1.35  -0.41  -0.04
C  4.88  0.19  -0.73  0.01
C  4.26  -1.04  -0.60  0.00
C  2.94  -1.10  -0.18  -0.10
N  2.27  0.01  0.14  -0.19
H  1.78  1.60  5.43  0.11
H  0.26  -0.02  6.52  0.13
H  -1.33  -1.33  5.08  0.13
H  -1.21  -1.03  2.64  0.03
H  4.62  2.33  -0.49  0.13
H  5.91  0.25  -1.07  0.13
H  4.78  -1.96  -0.84  0.13
H  2.40  -2.03  -0.11  0.09
S  -3.27  -0.25  -1.80  0.10
As  -1.61  0.13  -2.94  -0.16
S  -0.36  -1.72  -0.09  0.15
S  0.25  0.67  -1.96  0.09
S  -1.46  0.25  -4.94  0.14
N  -1.35  1.44  0.51  -0.18
C  -2.40  2.33  0.38  -0.37
C  -2.23  3.44  -0.45  -0.02
C  -3.30  4.31  -0.63  -0.04
C  -4.50  4.06  0.02  -0.03
C  -4.66  2.95  0.85  -0.05
C  -3.61  2.07  1.03  -0.03
H  -1.29  3.60  -0.96  0.11
H  -3.19  5.17  -1.27  0.12
H  -5.33  4.74  -0.12  0.12
H  -5.60  2.77  1.35  0.12
H  -3.70  1.19  1.65  0.12
S  -0.77  -3.15  1.38  0.64
C  -2.32  -3.70  0.83  -0.70
N  -2.85  -4.83  1.27  0.05
C  -4.19  -5.05  0.69  -0.08
C  -4.28  -3.93  -0.37  -0.08
N  -3.10  -3.11  -0.05  0.03
H  -2.40  -5.46  1.91  0.16
H  -4.95  -4.95  1.46  0.13
H  -4.26  -6.04  0.25  0.13
H  -5.19  -3.35  -0.28  0.13
H  -4.19  -4.31  -1.38  0.13
H  -2.86  -2.25  -0.54  -0.03

* net charge: +2
* electronic energy: -10116.65749 a.u.


Density functional theory data (wB97M-V/def2-TZVPD) for a molecular structure, C19H19Br2N3O5PS2Tl in a non-equilibrium geometry.

Last column: Löwdin spin population.
CARTESIAN COORDINATES (ANGSTROEM)
Tl  -1.15  0.12  1.54  0.30
C  5.47  -1.66  2.49  0.00
C  4.79  -0.37  2.10  0.00
O  3.57  -0.30  2.97  0.01
P  2.27  0.41  2.39  0.04
S  0.77  0.27  3.74  0.24
S  1.78  -0.30  0.61  0.04
O  2.86  1.94  2.40  0.00
C  2.30  2.92  1.53  0.00
C  3.21  4.12  1.68  0.00
H  6.35  -1.65  1.86  0.00
H  4.85  -2.51  2.21  0.00
H  5.65  -1.64  3.57  0.00
H  4.51  -0.40  1.03  0.00
H  5.43  0.51  2.24  0.00
H  1.27  3.18  1.77  0.00
H  2.33  2.60  0.46  0.00
H  3.14  4.44  2.74  0.00
H  2.98  4.95  0.98  0.00
H  4.31  4.06  1.62  0.00
Br  -0.56  5.66  0.82  0.00
C  -0.71  4.22  -0.47  0.01
C  -0.25  4.58  -1.78  0.00
C  -0.23  3.64  -2.78  0.00
Br  0.40  4.10  -4.48  0.00
C  -0.67  2.34  -2.51  0.00
C  -0.81  1.30  -3.47  0.00
C  -1.19  -0.01  -3.13  0.00
C  -1.45  -0.27  -1.79  0.00
N  -1.37  0.68  -0.85  0.06
C  -1.11  1.98  -1.19  0.00
C  -1.06  2.91  -0.09  0.01
O  -1.31  2.58  1.12  0.09
H  0.25  5.52  -1.97  0.00
H  -0.59  1.45  -4.54  0.00
H  -1.29  -0.77  -3.84  0.00
H  -1.65  -1.27  -1.35  0.00
O  -3.56  -0.41  1.37  0.10
N  -3.92  -1.50  0.81  0.01
N  -2.93  -2.33  0.52  0.00
O  -1.68  -2.14  0.86  0.09
C  -3.29  -3.46  -0.34  0.00
C  -4.57  -3.49  -1.01  0.00
C  -4.89  -4.68  -1.65  0.00
C  -4.03  -5.80  -1.47  0.00
C  -2.78  -5.69  -0.86  0.00
C  -2.42  -4.51  -0.27  0.00
H  -5.24  -2.64  -1.05  0.00
H  -5.83  -4.85  -2.13  0.00
H  -4.34  -6.78  -1.79  0.00
H  -2.14  -6.56  -0.88  0.00
H  -1.46  -4.49  0.26  0.00

* <S²>: 0.755
* net charge: -1
* 2S+1: 2
* electronic energy: -7734.18081 a.u.


Density functional theory data (wB97M-V/def2-TZVPD) for a molecular structure, C19H19Br2N3O6SSr.

Last column: Löwdin charge in e.
CARTESIAN COORDINATES (ANGSTROEM)
Sr  -0.69  -0.31  0.35  1.63
C  -4.61  -0.30  0.12  -0.04
C  -4.21  1.15  0.11  -0.33
C  -5.18  2.15  -0.10  -0.02
C  -4.81  3.46  -0.11  -0.03
C  -3.46  3.82  0.10  -0.20
C  -2.98  5.14  0.12  -0.64
Br  -4.16  6.61  -0.16  0.74
C  -1.66  5.39  0.35  -0.18
C  -0.76  4.34  0.57  -0.61
Br  1.06  4.75  0.88  0.76
C  -1.14  3.00  0.57  -0.46
O  -0.34  2.02  0.77  -0.29
C  -2.55  2.76  0.32  -0.13
N  -2.94  1.45  0.30  0.09
H  -5.69  -0.40  0.21  0.08
H  -4.14  -0.82  0.95  0.07
H  -4.30  -0.79  -0.80  0.08
H  -6.22  1.87  -0.25  0.11
H  -5.55  4.24  -0.27  0.08
H  -1.29  6.41  0.36  0.09
C  -3.18  -5.56  -0.77  -0.04
O  -3.06  -4.17  -1.11  0.01
C  -2.22  -3.39  -0.44  -0.56
O  -2.18  -2.20  -0.70  -0.03
N  -1.46  -3.97  0.53  0.02
N  -0.52  -3.13  1.16  0.03
H  -3.99  -5.94  -1.38  0.10
H  -3.41  -5.69  0.28  0.10
H  -2.26  -6.10  -1.04  0.10
H  -1.25  -4.95  0.47  0.14
H  0.41  -3.23  0.74  0.06
H  -0.47  -3.38  2.14  0.11
C  7.70  0.87  -0.44  -0.05
C  6.31  0.31  -0.33  -0.27
C  5.58  0.43  0.85  -0.03
C  4.30  -0.09  0.96  -0.04
C  3.74  -0.74  -0.14  -0.28
C  4.45  -0.87  -1.33  -0.05
C  5.73  -0.35  -1.41  -0.04
S  2.12  -1.40  -0.04  0.45
O  2.19  -2.84  -0.20  -0.32
O  1.56  -1.01  1.27  -0.47
O  1.33  -0.74  -1.10  -0.45
H  7.98  1.43  0.45  0.07
H  7.79  1.53  -1.30  0.08
H  8.43  0.07  -0.58  0.08
H  6.02  0.94  1.70  0.11
H  3.72  0.01  1.86  0.11
H  4.00  -1.37  -2.17  0.12
H  6.28  -0.44  -2.34  0.12

* electronic energy: -6928.24306 a.u.